A single C3H7NO2 molecule. Source: OMol25; level of theory: ωB97M-V/def2-TZVPD.

Each line ends with the Löwdin charge.
Cartesian coordinates (Å):
1 N 1.81701 -0.19787 -0.06451  0.15
2 C 0.81929 -1.06787 0.28242  -0.54
3 O 0.97101 -2.27229 0.36808  0.05
4 C -0.43009 -0.33318 0.76310  -0.10
5 C -1.25597 0.45035 -0.24611  -0.25
6 O -0.40280 1.36176 -0.92412  -0.08
7 H 1.55409 0.66361 -0.52279  0.08
8 H 2.74432 -0.56483 -0.19876  0.11
9 H -0.02525 0.38958 1.47689  0.12
10 H -1.07396 -1.04305 1.28949  0.12
11 H -1.76510 -0.21732 -0.95527  0.12
12 H -2.02861 0.99749 0.31498  0.12
13 H -0.92396 1.83362 -1.58341  0.10

Cartesian forces, eV/Å:
N 0.104 -0.103 -0.141
C 0.064 -0.039 0.114
O -0.077 0.387 0.026
C -0.031 0.013 0.101
C -0.186 -0.272 0.172
O -0.109 0.208 -0.240
H 0.088 -0.022 0.248
H -0.119 -0.135 -0.313
H -0.282 -0.036 0.162
H 0.131 0.080 -0.122
H 0.178 0.051 0.065
H 0.093 -0.102 -0.146
H 0.146 -0.030 0.077

SMILES: NC(=O)CCO
DFT total energy in hartree: -323.7559
Highest occupied orbital energy in eV: -9.58
Energy relative to the best compared isomer or geometry (same formula, charge and spin) in eV: 0.681
Kohn-Sham gap in Eh: 0.375